{
  "formula": "C5H15NO",
  "method": "wB97M-V/def2-TZVPD",
  "species": ["C", "C", "N", "C", "C", "C", "H", "H", "H", "H", "H", "H", "H", "H", "H", "H", "H", "H", "H", "O", "H", "H"],
  "positions_angstrom": [[2.236416, 0.938723, 1.081488], [0.868423, 0.262667, 0.997026], [0.102365, 0.816962, -0.068906], [0.643568, 1.183721, -1.353234], [-1.257202, 0.216838, -0.140866], [-2.286549, 0.814430, -1.138569], [2.800561, 0.669121, 1.982260], [2.988249, 0.724868, 0.312906], [2.081902, 2.018361, 1.088806], [1.128855, -0.823176, 0.902577], [0.380711, 0.473085, 1.945655], [-0.071406, 1.832593, -1.844202], [0.875595, 0.398321, -2.124147], [1.639581, 1.584942, -1.197631], [-1.663734, 0.360376, 0.848571], [-1.102504, -0.842753, -0.389029], [-2.567658, 1.853869, -1.033549], [-1.747075, 0.738148, -2.092373], [-3.012173, 0.011987, -1.262841], [-0.405110, -3.634147, 0.665394], [-0.507190, -3.445361, -0.280155], [0.179607, -2.955579, 1.049225]],
  "atomic_forces_ev_per_a": [[0.7849, 0.4988, 0.4333], [2.1101, -0.1789, -0.5435], [-2.2106, 0.2839, -0.7281], [0.9402, -0.9697, -0.1639], [0.6164, 0.9802, 0.0970], [2.4661, -1.5602, -0.9573], [-0.5217, 0.0137, 0.1881], [-0.6193, -0.1777, -0.3683], [0.1456, 0.0870, 0.0827], [-0.7371, 0.1352, 0.0523], [-0.3326, -0.3547, 0.0187], [0.4031, 0.5600, 0.0137], [-0.5291, -0.3386, 0.6619], [-0.1924, 0.8175, -0.1044], [-0.1594, -0.5733, 0.5109], [-0.5077, -0.1394, 0.1736], [-0.4894, -0.1296, 0.4939], [-0.3417, 0.3100, -0.2006], [-0.8187, 0.7303, 0.3412], [0.1761, 0.2098, 0.0335], [0.2263, 0.1309, 0.4947], [-0.4090, -0.3353, -0.5295]],
  "mulliken_charge": [-1.600, 0.078, 0.004, -1.080, -0.282, -1.308, 0.384, 0.372, 0.410, 0.046, 0.357, 0.351, 0.294, 0.367, 0.380, 0.142, 0.349, 0.361, 0.377, -0.659, 0.317, 0.339],
  "smiles": "CCN(C)CC.O",
  "spin_multiplicity": 1,
  "homo_ha": -0.3025,
  "lumo_energy_ev": 0.815,
  "gap_ha": 0.3324,
  "charge": 0
}